[1]
{
  "formula": "C9H19N6PdS2",
  "method": "wB97M-V/def2-TZVPD",
  "gap_ev": 7.237,
  "total_charge": 1,
  "e_tot_ha": -1606.924515,
  "homo_ha": -0.4119,
  "species": ["Pd", "N", "C", "C", "C", "N", "H", "H", "H", "H", "H", "H", "H", "H", "H", "H", "S", "C", "S", "C", "C", "N", "C", "N", "N", "C", "C", "N", "H", "H", "H", "H", "H", "H", "H", "H", "H"],
  "coordinates": [[0.7928, -0.6664, 0.4959], [0.1653, -2.7164, 0.6111], [0.9139, -3.6653, -0.2541], [2.3513, -3.8838, 0.1869], [3.3099, -2.7739, -0.2141], [2.9713, -1.5049, 0.4503], [0.2415, -3.0022, 1.5845], [-0.8229, -2.7932, 0.3915], [0.9033, -3.2671, -1.2711], [0.3817, -4.6178, -0.2735], [2.7041, -4.8087, -0.2715], [2.3906, -4.0573, 1.2684], [3.2514, -2.6149, -1.2921], [4.3330, -3.0831, 0.0127], [3.6175, -0.7707, 0.1794], [3.0688, -1.6067, 1.4565], [1.2773, 1.5424, 0.5219], [0.2534, 1.7194, 1.9234], [-0.3945, 0.1380, 2.2602], [-0.0111, 2.8645, 2.5949], [-0.9012, 2.8519, 3.7167], [-1.6335, 2.8455, 4.6025], [0.5688, 4.0947, 2.1456], [1.0176, 5.0628, 1.7181], [-3.7907, 1.8585, -2.3192], [-2.5578, 2.6423, -2.4121], [-1.4115, 1.8090, -1.8576], [-1.8489, 1.2885, -0.5257], [-4.6039, 2.4502, -2.2122], [-2.8308, 0.9944, -0.6608], [-3.9401, 1.2959, -3.1480], [-2.6712, 3.5472, -1.8121], [-2.3028, 2.9604, -3.4247], [-0.4899, 2.3694, -1.7271], [-1.2184, 0.9393, -2.4852], [-1.2589, 0.5323, -0.1414], [-1.8254, 2.0259, 0.1819]],
  "forces_ev_per_angstrom": [[0.763, -0.622, 0.590], [-0.018, 0.040, 0.034], [-0.105, -0.052, -0.057], [0.007, 0.014, 0.002], [0.035, -0.064, 0.011], [-0.164, 0.183, -0.418], [0.038, -0.070, -0.019], [-0.014, 0.074, 0.009], [-0.061, 0.009, 0.002], [0.044, -0.031, 0.020], [-0.009, -0.002, -0.003], [0.015, 0.031, 0.005], [0.005, 0.011, 0.002], [0.004, 0.030, 0.029], [0.005, -0.011, -0.016], [0.037, 0.044, 0.008], [0.079, 0.094, 0.126], [0.083, -0.217, -0.172], [-0.531, 0.217, -0.166], [-0.045, 0.090, 0.062], [0.099, 0.169, -0.076], [-0.024, -0.082, -0.004], [-0.111, -0.073, 0.058], [0.031, -0.003, -0.009], [0.023, -0.013, -0.011], [-0.051, 0.034, -0.025], [0.006, -0.073, 0.071], [-0.136, 0.186, -0.025], [0.006, 0.003, 0.004], [0.027, 0.018, 0.064], [0.004, 0.000, 0.008], [0.007, -0.005, -0.003], [-0.004, 0.008, 0.004], [-0.010, 0.001, -0.008], [0.013, 0.004, -0.002], [-0.020, 0.052, -0.096], [-0.029, 0.008, 0.004]],
  "nbo_charge": [0.500, -0.815, -0.225, -0.430, -0.218, -0.858, 0.397, 0.397, 0.201, 0.211, 0.246, 0.209, 0.201, 0.204, 0.401, 0.387, -0.056, -0.252, -0.049, -0.388, 0.260, -0.258, 0.265, -0.265, -0.872, -0.248, -0.231, -0.716, 0.392, 0.458, 0.380, 0.211, 0.217, 0.250, 0.210, 0.444, 0.439]
}



[2]
{
  "formula": "C3H8NO3",
  "method": "wB97M-V/def2-TZVPD",
  "gap_ev": 7.105,
  "total_charge": -1,
  "e_tot_ha": -399.573509,
  "homo_ha": -0.1269,
  "species": ["O", "C", "N", "C", "O", "C", "H", "H", "H", "H", "H", "H", "H", "H", "O"],
  "coordinates": [[-0.3510, 1.6040, -1.5114], [0.3597, 0.6874, -1.0748], [-0.1261, -0.2357, -0.2505], [-1.6041, -0.3732, -0.1527], [-1.7502, -1.5060, 0.4918], [1.9620, 0.8243, -1.0460], [0.5281, -0.7865, 0.1373], [-2.1116, -0.6874, -1.1216], [-1.9619, 0.6575, 0.3674], [2.4831, 1.0818, -2.0077], [2.2759, 1.8173, -0.6845], [2.4425, 0.0850, -0.5143], [-0.0560, -0.6518, 2.4327], [-1.3320, -1.3177, 2.0452], [-0.7584, -1.1991, 2.8890]],
  "forces_ev_per_angstrom": [[0.882, -0.861, -0.859], [1.275, 2.707, 1.277], [-1.493, 3.762, -3.806], [-0.498, -0.848, 0.527], [-1.212, -1.342, 2.645], [-1.291, 2.867, -2.428], [1.693, -3.113, 1.832], [0.825, 2.179, -0.093], [0.322, -1.810, -1.216], [-0.887, -1.453, -0.005], [-0.863, -0.253, 1.132], [1.127, -1.730, 1.021], [-0.983, -0.843, 1.135], [0.097, -0.455, -0.001], [1.004, 1.193, -1.161]],
  "nbo_charge": [-0.682, 0.671, -0.619, 0.133, -0.934, -0.728, 0.380, 0.142, 0.092, 0.216, 0.223, 0.194, 0.434, 0.502, -1.025]
}



[3]
{
  "formula": "C59H56ClGaNO16S2",
  "method": "wB97M-V/def2-TZVPD",
  "gap_ev": 4.423,
  "total_charge": -1,
  "e_tot_ha": -6721.457391,
  "homo_ha": -0.1869,
  "species": ["C", "C", "N", "C", "C", "C", "S", "S", "C", "C", "C", "Ga", "C", "C", "C", "Cl", "H", "H", "H", "H", "H", "H", "H", "H", "H", "H", "H", "H", "H", "H", "H", "H", "H", "H", "H", "H", "H", "H", "H", "H", "C", "C", "C", "O", "C", "C", "C", "O", "H", "H", "H", "H", "C", "C", "C", "O", "C", "C", "C", "O", "H", "H", "H", "H", "C", "C", "C", "O", "C", "C", "C", "O", "H", "H", "H", "H", "C", "C", "C", "O", "C", "C", "C", "O", "H", "H", "H", "H", "C", "C", "C", "O", "C", "C", "C", "O", "H", "H", "H", "H", "C", "C", "C", "O", "C", "C", "C", "O", "H", "H", "H", "H", "C", "C", "C", "O", "C", "C", "C", "O", "H", "H", "H", "H", "C", "C", "C", "O", "C", "C", "C", "O", "H", "H", "H", "H"],
  "coordinates": [[3.9521, 1.9508, 2.0482], [2.7276, 2.2931, 1.0888], [2.5347, 1.2748, 0.0384], [3.4248, 1.5765, -1.0946], [3.8007, 0.2866, -1.9414], [1.1839, 1.1334, -0.3459], [0.6258, 1.2304, -1.9224], [-0.0990, 0.7671, 0.9347], [-0.0390, -1.0273, 1.3679], [0.2168, -1.9389, 0.1283], [0.3279, -3.4595, 0.5268], [1.8260, -3.8022, 1.8966], [3.2881, -2.3121, 1.8991], [4.5635, -2.8645, 2.6786], [5.3983, -1.6227, 3.1908], [6.4856, -1.0592, 1.8359], [4.4911, 1.0902, 1.5831], [4.6921, 2.7885, 2.0840], [3.6055, 1.6862, 3.0757], [2.9804, 3.2675, 0.5901], [1.8503, 2.4476, 1.7480], [4.3945, 1.9113, -0.6419], [3.0879, 2.4262, -1.7340], [3.2436, -0.5898, -1.5312], [3.5146, 0.4128, -3.0144], [4.8964, 0.0950, -1.8505], [0.7660, -1.1474, 2.1351], [-1.0053, -1.2500, 1.8903], [-0.6240, -1.7633, -0.5929], [1.1608, -1.6549, -0.4053], [0.5599, -4.0541, -0.3927], [-0.6685, -3.8002, 0.9007], [2.5776, -5.1756, 1.4792], [1.2259, -4.0572, 3.3810], [3.6028, -2.0163, 0.8684], [2.9611, -1.4113, 2.4841], [5.1719, -3.5367, 2.0341], [4.1903, -3.3851, 3.5938], [6.0284, -1.8529, 4.0812], [4.7316, -0.7789, 3.4909], [0.9590, 4.5369, -6.7545], [-0.0867, 5.3614, -6.7386], [-1.1789, 5.1942, -5.7526], [-2.1360, 5.9468, -5.7410], [-1.0643, 4.0812, -4.7870], [-0.0177, 3.2556, -4.8034], [1.0728, 3.4206, -5.7867], [2.0310, 2.6707, -5.8034], [1.7671, 4.6421, -7.4680], [-0.1869, 6.1824, -7.4380], [-1.8629, 3.9787, -4.0796], [0.0797, 2.4354, -4.1038], [5.1902, 7.5418, -4.3766], [4.6501, 6.8422, -3.3797], [4.0588, 5.5054, -3.6132], [3.5650, 4.8698, -2.7054], [4.0918, 4.9747, -4.9949], [4.6324, 5.6759, -5.9912], [5.2231, 7.0117, -5.7581], [5.7178, 7.6507, -6.6657], [5.6265, 8.5210, -4.2255], [4.6178, 7.2140, -2.3633], [3.6567, 3.9960, -5.1477], [4.6649, 5.3043, -7.0078], [-1.6801, 1.1726, 4.4090], [-2.9570, 1.2740, 4.0404], [-4.0491, 1.2327, 5.0371], [-5.2149, 1.3228, 4.7022], [-3.6705, 1.0764, 6.4590], [-2.3943, 0.9753, 6.8294], [-1.3007, 1.0166, 5.8314], [-0.1392, 0.9269, 6.1677], [-0.8681, 1.1999, 3.6918], [-3.2517, 1.3893, 3.0046], [-4.4840, 1.0488, 7.1739], [-2.1011, 0.8600, 7.8613], [-3.4490, 2.3408, 12.3342], [-2.4520, 2.0181, 11.5115], [-2.3814, 2.5685, 10.1398], [-1.4747, 2.2736, 9.3881], [-3.4583, 3.4912, 9.7167], [-4.4553, 3.8138, 10.5395], [-4.5261, 3.2637, 11.9116], [-5.4331, 3.5587, 12.6627], [-3.5181, 1.9480, 13.3406], [-1.6555, 1.3454, 11.8035], [-3.3890, 3.8838, 8.7099], [-5.2518, 4.4863, 10.2471], [-6.5230, 4.1129, -5.1049], [-5.2041, 4.0398, -4.9309], [-4.5609, 2.7869, -4.4767], [-3.3579, 2.7214, -4.3164], [-5.4341, 1.6195, -4.2247], [-6.7530, 1.6933, -4.3988], [-7.3977, 2.9458, -4.8531], [-8.5995, 3.0135, -5.0142], [-7.0125, 5.0200, -5.4358], [-4.5473, 4.8833, -5.1109], [-4.9440, 0.7126, -3.8935], [-7.4079, 0.8503, -4.2185], [-5.6962, -2.8637, 1.7366], [-4.7024, -3.3092, 2.5045], [-3.5094, -3.9589, 1.9155], [-2.6050, -4.3651, 2.6122], [-3.4624, -4.0924, 0.4415], [-4.4569, -3.6463, -0.3254], [-5.6485, -2.9977, 0.2633], [-6.5556, -2.5886, -0.4360], [-6.5763, -2.3866, 2.1492], [-4.7198, -3.2185, 3.5833], [-2.5816, -4.5677, 0.0285], [-4.4394, -3.7356, -1.4042], [2.3222, -4.0548, -3.3959], [3.3383, -4.3600, -4.2014], [3.4166, -3.8196, -5.5755], [4.3422, -4.0982, -6.3141], [2.3247, -2.9240, -6.0222], [1.3085, -2.6186, -5.2174], [1.2319, -3.1627, -3.8431], [0.3110, -2.8897, -3.1034], [2.2477, -4.4388, -2.3881], [4.1453, -5.0108, -3.8910], [2.4002, -2.5368, -7.0307], [0.5006, -1.9668, -5.5258], [1.5158, -9.0330, 0.0493], [2.2239, -8.3413, -0.8418], [1.5649, -7.4375, -1.8093], [2.2088, -6.8064, -2.6243], [0.0907, -7.3285, -1.7485], [-0.6174, -8.0201, -0.8574], [0.0416, -8.9251, 0.1101], [-0.6036, -9.5554, 0.9232], [1.9801, -9.6994, 0.7646], [3.3027, -8.4067, -0.8996], [-0.3734, -6.6604, -2.4634], [-1.6963, -7.9535, -0.7987]],
  "forces_ev_per_angstrom": [[-0.086, -0.218, -0.889], [1.401, 0.754, 1.682], [-2.273, 1.220, -0.846], [2.017, -0.748, -0.459], [-0.475, 0.423, 0.183], [0.008, -0.847, -0.550], [0.618, -0.169, 1.420], [0.100, 0.505, -0.124], [1.330, -0.579, 0.003], [-0.444, -0.509, -0.048], [-0.319, 0.660, -0.289], [0.076, -0.038, -0.082], [0.650, -0.553, 0.433], [-0.931, 1.663, 0.174], [-0.226, -0.945, 0.248], [-0.221, 0.111, 0.536], [-0.354, 0.468, 0.653], [-0.726, -0.551, 0.153], [0.357, 0.155, -0.845], [-0.539, -0.749, 0.262], [0.267, -0.328, -0.873], [-0.882, -0.189, -0.173], [-0.199, -0.673, 0.528], [0.488, 0.593, -0.345], [0.274, -0.118, 0.864], [-0.878, 0.047, -0.144], [-0.628, -0.086, -0.690], [0.609, 0.339, -0.662], [0.657, -0.038, 0.390], [-0.723, 0.043, 0.585], [-0.256, 0.474, 0.520], [0.734, 0.121, -0.146], [0.115, -0.133, -0.146], [0.077, 0.244, 0.004], [-0.290, 0.051, 0.715], [0.113, -0.544, -0.716], [-0.350, 0.403, 0.671], [0.453, 0.086, -0.630], [-0.110, 0.088, -0.850], [0.521, -0.637, -0.540], [-0.058, 0.221, -0.105], [0.204, 0.013, -0.162], [-0.161, -0.018, 0.150], [0.069, -0.038, -0.083], [0.605, 0.209, 0.033], [-0.155, 0.023, -0.041], [-0.041, -0.323, 0.129], [-0.097, 0.123, -0.128], [0.010, -0.026, 0.005], [-0.031, 0.002, 0.012], [0.079, 0.119, 0.085], [0.064, 0.067, -0.042], [-0.058, -0.012, 0.257], [0.127, 0.249, -0.062], [-0.094, -0.143, 0.161], [0.040, 0.081, -0.060], [0.101, -0.022, -0.215], [-0.115, -0.138, 0.128], [0.085, 0.084, -0.239], [-0.041, -0.024, 0.087], [0.013, -0.001, -0.047], [-0.022, -0.042, 0.009], [0.046, -0.015, 0.040], [0.036, 0.020, -0.005], [-0.108, 0.035, -0.207], [0.201, -0.012, -0.040], [-0.202, 0.026, -0.124], [0.068, -0.007, 0.062], [0.188, 0.003, 0.145], [-0.344, -0.119, 0.018], [0.276, -0.032, 0.000], [-0.121, 0.029, 0.001], [0.033, -0.009, -0.005], [-0.014, -0.007, 0.002], [-0.041, -0.020, -0.036], [0.092, -0.055, -0.070], [0.222, -0.134, -0.044], [-0.113, -0.044, 0.246], [0.215, -0.012, -0.123], [-0.069, 0.134, 0.255], [-0.222, 0.149, 0.012], [0.112, 0.017, -0.233], [-0.199, 0.064, 0.162], [0.079, -0.023, -0.060], [-0.040, 0.026, 0.004], [0.018, 0.008, -0.052], [0.042, -0.033, -0.009], [-0.016, -0.010, 0.042], [0.219, 0.079, -0.003], [-0.152, 0.231, -0.075], [0.157, -0.067, 0.053], [-0.716, -0.365, -0.007], [-0.186, -0.162, 0.008], [0.197, -0.123, 0.051], [-0.243, 0.011, -0.023], [0.094, 0.000, 0.002], [-0.035, -0.021, 0.004], [0.059, -0.033, 0.010], [0.039, 0.030, 0.014], [-0.026, 0.029, 0.001], [0.079, -0.027, 0.241], [-0.271, 0.155, -0.034], [0.326, -0.095, 0.151], [-0.215, 0.003, -0.007], [-0.113, -0.029, -0.313], [0.178, -0.093, 0.066], [-0.111, 0.081, -0.187], [0.044, -0.032, 0.069], [-0.009, 0.018, -0.044], [0.048, -0.016, -0.001], [0.050, 0.043, 0.056], [-0.026, 0.032, 0.001], [0.301, 0.030, -0.053], [-0.091, 0.089, 0.112], [0.222, -0.129, 0.030], [-0.101, 0.054, -0.013], [-0.219, 0.120, 0.009], [0.082, 0.056, -0.276], [-0.026, -0.006, 0.282], [-0.158, 0.027, -0.144], [-0.022, 0.076, 0.009], [-0.019, -0.021, -0.024], [0.044, -0.015, -0.001], [-0.007, 0.013, 0.051], [0.217, 0.053, -0.144], [-0.015, -0.178, 0.183], [0.174, 0.160, -0.024], [-0.105, -0.310, 0.061], [-0.246, -0.055, 0.069], [0.021, 0.171, -0.212], [-0.092, -0.075, 0.246], [0.026, -0.003, -0.113], [-0.042, 0.021, 0.036], [-0.008, 0.069, -0.008], [0.049, 0.041, 0.005], [0.006, -0.015, 0.054]],
  "lowdin_charge": [-0.077, -0.239, -0.181, -0.280, -0.086, -0.981, 0.683, 0.791, -0.472, -0.354, -0.318, 0.295, -0.335, -0.366, -0.572, 0.459, 0.039, 0.070, 0.071, 0.119, 0.082, 0.115, 0.084, 0.060, 0.060, 0.070, 0.045, 0.081, 0.092, 0.080, 0.015, 0.005, -0.106, -0.101, 0.032, 0.028, 0.088, 0.083, 0.059, 0.053, 0.016, 0.021, -0.373, 0.089, 0.019, 0.028, -0.381, 0.082, 0.117, 0.119, 0.091, 0.033, 0.017, 0.023, -0.374, 0.112, 0.028, 0.022, -0.392, 0.096, 0.120, 0.122, 0.098, 0.122, 0.026, 0.023, -0.395, 0.088, 0.014, 0.018, -0.372, 0.123, 0.084, 0.122, 0.117, 0.093, 0.020, 0.027, -0.380, 0.096, 0.024, 0.022, -0.390, 0.104, 0.122, 0.124, 0.125, 0.123, 0.022, 0.034, -0.354, 0.091, 0.031, 0.024, -0.390, 0.101, 0.121, 0.113, 0.126, 0.123, 0.015, 0.022, -0.387, 0.117, 0.025, 0.020, -0.395, 0.086, 0.119, 0.121, 0.113, 0.119, 0.017, 0.019, -0.390, 0.086, 0.015, 0.022, -0.377, 0.106, 0.110, 0.122, 0.117, 0.119, 0.024, 0.026, -0.368, 0.086, 0.028, 0.023, -0.386, 0.100, 0.121, 0.123, 0.122, 0.119]
}



LUMO energy per entry: -3.97, 3.65, -0.66 eV